Molecular formula: C55H142N10O17
Method: DFT, the ωB97M-V functional and the def2-TZVPD basis

Last column: Löwdin charge in e.
Element x y z (Å)
H -1.56792 1.05446 5.40906  0.064
H -0.97829 -0.76723 -11.41457  0.121
C 1.25091 -0.74422 0.31663  -0.384
H -4.05542 4.47776 -1.21812  0.087
H 0.88643 -1.71072 -0.03140  0.124
H 0.40946 2.12548 3.83899  0.104
H 6.64642 -3.08160 -1.91988  0.115
H 6.11576 2.03064 0.29215  0.110
O 4.39831 1.99470 2.54129  -0.214
H -2.63433 2.20280 -10.68704  0.091
O -3.59618 -1.59575 -2.53386  -0.203
H 3.05561 0.63789 -1.08285  0.039
C 7.00836 -4.62496 -3.37544  -0.180
C -6.46648 1.01105 -1.12571  -0.166
H -1.27790 3.22999 -3.82464  0.070
H -4.56887 3.57129 3.94128  0.088
C -0.28048 3.18062 1.66512  -0.085
C -2.16521 1.05224 -7.59122  -0.221
H 3.58296 3.88770 2.31089  0.071
H 2.89876 -1.63953 0.62025  0.040
H -2.14380 -3.11645 -2.14899  0.086
H -7.26137 0.90396 -0.38762  0.114
H -0.45581 0.71629 -9.64022  0.108
H -3.53316 1.56578 1.55379  0.092
O 6.54248 0.87953 -1.39492  -0.233
H 4.68077 -2.21292 -2.95150  0.038
H -3.30278 0.67537 -4.48732  0.087
H 1.45331 7.23038 8.58355  0.082
H -5.22513 2.34230 0.11400  0.109
H 0.75487 3.38979 1.39605  0.069
H 1.69685 -3.11297 -2.46704  0.087
H -6.57390 3.15490 -0.90409  0.119
H -2.30014 1.03133 2.57175  0.096
H 8.01195 -0.43447 -1.74024  0.087
O -0.96436 0.18733 -0.30661  -0.189
H -3.64963 -6.09957 5.79524  0.064
H -2.41064 -0.43050 5.41619  0.076
C -1.82855 0.82395 -1.24855  -0.090
N 1.97338 3.22050 -3.81378  0.036
H -1.29890 -2.69984 0.96670  0.082
H -0.14865 4.84536 9.17977  0.117
H -3.32603 3.88986 -2.62743  0.059
C -4.48378 -4.95174 3.99203  -0.102
H -0.36400 -3.07554 2.42887  0.065
C -1.11328 1.09999 -10.42036  -0.186
H -4.13788 -0.68926 -13.20935  0.091
H 0.50533 0.96019 6.71178  0.032
H -3.00771 -3.20440 -3.63936  0.086
H -3.56096 2.35513 -8.51373  0.122
H 4.62931 -3.73566 -0.95558  0.059
H -3.85836 -1.48922 -11.63241  0.085
H 1.36812 3.59424 3.75578  0.102
C 1.84580 6.49632 9.28725  -0.106
C 1.65310 5.79037 -0.27403  -0.126
H 3.77288 2.53843 -0.21390  0.105
C -3.39541 -0.93854 -12.45125  -0.138
H -5.52555 -2.24895 0.96359  0.089
O -2.79419 0.19707 -11.92011  -0.181
H -2.07976 -5.82912 5.91642  0.067
C -4.28549 3.89527 -2.11025  -0.095
H 4.58130 3.04129 -1.77005  0.117
C -2.88959 1.56942 -8.86018  -0.235
H 0.05668 -0.52783 2.08561  0.069
O -4.85060 2.59393 -1.92734  -0.227
H 2.15220 6.72784 -0.02874  0.087
C -3.97462 -0.48249 2.21599  -0.162
C 1.10506 -0.58833 1.79347  -0.067
H -5.59342 -2.40264 2.74431  0.103
H -0.83270 -1.43969 7.08535  0.145
C 4.06096 0.64028 -2.84204  -0.173
O 3.32944 -3.49439 1.05690  -0.261
C 0.36171 3.21109 3.92436  -0.205
N -5.39703 -0.42587 1.94962  -0.040
H 2.79637 3.80345 -3.75954  0.065
C -2.37904 -3.69582 3.84044  -0.216
H -2.72277 -1.66362 -12.90940  0.084
C 3.07091 -0.31031 -3.51936  -0.219
N 4.52586 -1.28413 2.62028  -0.038
H -4.97128 -4.30849 4.72459  0.091
H 3.57496 -0.73333 -4.38831  0.114
H -1.42491 1.82658 -7.39006  0.126
H -0.44836 2.11220 1.52952  0.063
O 1.45832 5.46357 -1.62937  -0.180
H 1.51669 0.33559 2.19973  0.077
H -1.74998 -2.05499 -3.48344  0.068
H 4.19318 -3.95382 2.92992  0.122
O -0.56226 3.66574 2.98677  -0.183
H -3.14155 3.01323 4.74724  0.064
H 1.18979 2.73400 8.41442  0.129
H -6.65107 -1.79153 -1.01444  0.105
H -0.23717 1.99245 -3.16346  0.052
C -0.01204 3.60091 5.40359  -0.187
O -4.09969 1.63642 3.52390  -0.182
H -2.45976 -0.59142 -5.49772  0.084
H -5.49657 -0.16948 0.97779  0.045
H 3.69246 0.79959 4.00296  0.126
C -2.58020 -2.49490 -2.93087  -0.114
H 0.68573 -0.09584 4.73890  0.067
H -4.96551 4.38677 -2.80602  0.088
H 3.76107 3.28495 3.98779  0.072
C -1.74254 0.17491 6.02873  -0.058
H 2.20413 -4.78827 2.16001  0.086
H -1.75778 0.06067 -7.78840  0.113
H 5.16677 3.88363 3.10797  0.089
H -6.78309 0.99439 -2.16859  0.116
H -1.04683 3.30571 5.57731  0.096
C 7.45213 -0.10653 -0.86436  -0.083
C -0.54894 -0.58905 6.46571  -0.485
C -1.20011 -3.39024 1.80437  -0.087
C 0.48463 4.77486 8.29541  -0.192
C -7.44782 -1.88134 1.79075  -0.178
C 4.63502 1.04296 3.51261  -0.232
H 2.19126 2.59577 -3.05066  0.022
H 0.71368 -1.78228 -2.95951  0.071
C -8.64530 -2.16442 3.81408  -0.154
H 9.50103 -5.27799 -4.00605  0.084
H -1.61662 0.43069 -2.24279  0.072
H 1.90352 -2.60959 -4.09474  0.094
C 0.71065 3.91747 -3.46533  -0.373
H 5.03223 -4.47127 1.41671  0.104
C -1.77052 -0.16668 -10.96756  -0.222
H 4.39916 1.37615 -3.57157  0.128
C 1.70134 -2.22273 -3.09595  -0.058
O 8.01687 -5.14080 -2.48514  -0.180
C -5.89358 -1.80080 1.88653  -0.197
H -0.54552 1.59549 -11.20790  0.117
H -2.14649 -0.78414 -10.15179  0.109
C -3.38598 1.00910 2.47929  -0.188
O -7.96728 -1.28734 2.99358  -0.176
O 0.19401 0.28517 7.31925  -0.062
C -3.67154 2.96988 3.79574  -0.084
C -5.77272 2.42006 -0.82526  -0.143
H 0.67529 0.20693 -1.65073  0.094
N -2.04434 2.14130 -9.86960  -0.044
C 4.45796 -3.68532 1.90723  -0.190
H 8.57892 -6.78038 -3.68393  0.081
C -0.26012 2.84053 -3.84781  -0.095
H 4.66357 -5.29172 -1.93637  0.087
H -0.92015 3.64884 0.91698  0.088
C 0.55996 3.33968 7.76284  -0.200
H -1.36335 -3.68545 4.23588  0.112
N 2.67506 -0.81157 0.08683  0.043
C 5.57177 1.46587 -0.46496  -0.158
H -0.10058 4.68251 5.50565  0.111
H 2.92021 -1.02096 -0.87033  0.049
H 1.31200 6.47022 10.23725  0.084
C 5.37936 -0.18543 3.00920  -0.209
C 0.27518 -0.95518 5.26907  -0.051
H 0.68279 5.97736 0.18599  0.080
C 6.03824 -3.73962 -2.54054  -0.430
N 0.90333 3.07371 6.39237  -0.070
H -3.54663 0.78115 -9.22763  0.111
H -4.09101 -2.44256 -0.74977  0.113
C 8.99388 -5.87250 -3.24614  -0.113
H -0.44591 2.92310 7.81539  0.116
H -0.86290 -4.38437 1.51099  0.081
C 0.56394 4.37725 -1.95595  -0.149
C 2.48422 -4.65040 1.11567  -0.079
H -4.97566 -5.91779 3.87841  0.085
H -2.69635 -5.83491 3.54894  0.137
H 6.86831 -0.92404 -0.44137  0.058
C -5.84327 -1.32501 -1.57829  -0.172
H 6.05120 0.16669 2.22642  0.111
H -0.24634 -1.52590 4.50069  0.058
H -2.98575 3.33501 3.03122  0.070
N 5.13993 -2.99331 -3.39901  0.065
H -2.90935 -2.96551 4.45160  0.117
O 1.81773 5.21344 8.65064  -0.208
H 1.54420 -1.42701 2.33371  0.079
H 5.96530 -4.81190 -0.74150  0.076
O -2.45324 -3.44276 2.47245  -0.175
N 3.38844 1.33886 -1.72936  -0.065
H -9.09960 -1.74648 4.71243  0.088
H 9.77732 -6.32815 -2.64060  0.081
H 0.97398 1.27808 -0.37573  0.097
C 0.47923 0.32977 -0.58557  -0.119
H 0.04137 5.52761 7.64350  0.110
H 2.18605 0.14680 -3.96226  0.118
H -6.32742 -1.21790 -2.54898  0.118
H 6.44668 -5.45858 -3.79697  0.124
H -9.45437 -2.67551 3.29227  0.080
N -5.48983 -0.04839 -0.93164  -0.075
H 5.55811 -2.65667 -4.25453  0.070
H -2.26413 0.56936 6.90078  0.092
H -4.62480 0.31306 -1.30735  0.070
H -1.80155 1.91333 -1.27342  0.081
H 0.68336 4.79701 -4.10859  0.140
C 5.25727 -2.33267 1.91359  -0.184
H -4.94295 -3.10421 -2.16364  0.120
H 5.32616 1.52514 4.20394  0.120
H -7.62518 -2.95611 1.75164  0.111
H -0.48088 4.65676 -1.82053  0.114
C 4.22550 3.34402 3.00346  -0.072
H 5.92744 -0.62255 3.84384  0.122
H 2.98398 -5.56389 0.79337  0.090
H 2.11345 5.05046 0.38073  0.059
H 6.23855 -2.51818 2.35035  0.119
C -3.02977 -5.04697 4.22428  -0.440
O -3.12802 1.03896 -6.56099  -0.178
H 0.81263 3.56598 -1.27179  0.100
H 1.57931 -4.42731 0.55046  0.081
C -2.65506 0.46919 -5.33941  -0.093
H -3.76975 -1.12994 3.06859  0.094
C 5.22967 -4.48240 -1.47524  -0.049
H 5.07207 0.70697 0.13711  0.084
H -0.04760 2.47331 -4.85184  0.075
C -4.59087 -2.19041 -1.68501  -0.189
N -2.94801 -5.38794 5.64887  0.042
H 3.98881 -0.81107 1.90761  0.054
H -3.48442 -0.94464 1.35913  0.096
C 4.32990 2.22246 -1.09594  -0.171
H 7.41578 -4.02276 -4.18752  0.117
H 1.06954 -1.60867 5.62967  0.089
H -4.78913 -4.41265 3.09524  0.062
H 8.16018 0.30473 -0.14489  0.083
H -2.84934 0.51726 -1.02045  0.060
H 4.94683 0.05523 -2.59491  0.102
H 1.75022 3.58624 6.19195  0.113
O 2.78053 -1.37745 -2.64441  -0.269
H -8.01521 -2.98617 4.15439  0.078
H -7.91169 -1.39617 0.93196  0.107
H 5.55220 -2.10308 0.88968  0.091
H -1.77129 0.94643 -4.91598  0.052
H 2.87177 6.79901 9.49666  0.083

Atoms 1-2, force components in eV/Å:
0.71 0.03 -0.12
0.02 -0.09 -0.48

The total energy is -4006.87152 Eh. The value obtained for the strongest force on any atom is 2.82 eV/Å. The gap between HOMO and LUMO comes out at 8.45 eV. Its SMILES is COC[C@H](C)N.COC[C@H](C)N.COC[C@H](C)N.COC[C@H](C)N.COCCNCCOC.COCCNCCOC.COCCNCCOC.COCCNCCOC.COCCNCCOC.COCCNCCOC.CC(C)O. The highest occupied orbital energy comes out at -7.976 eV. Its spin multiplicity is 1. Its relative energy (zero: lowest compared OMol25 entry of this formula, charge and spin) is 0.0 kcal per mole.